No. 1
A structure of composition C22H37BCl2N5PtS2Si2Te at a distorted geometry. Source: the Open Molecules 2025 dataset; level of theory: ωB97M-V/def2-TZVPD.

The energy above the lowest of the compared OMol25 structures with the same formula, charge and spin comes out at 0.5067 eV. The net charge is -1. The HOMO energy comes out at -3.376 eV. For the total energy, the calculation gives -3842.39617 a.u.

Last column: Löwdin charge in e.
CARTESIAN COORDINATES (ANGSTROEM)
Pt  -0.03869  -1.28582  0.38200  0.320
C  0.03854  0.80276  3.67927  -0.040
N  1.27562  0.03582  3.68758  -0.111
C  2.51936  0.52966  4.04991  -0.063
C  3.40368  -0.45194  3.80213  -0.080
N  2.71495  -1.53786  3.29226  -0.026
B  3.41233  -2.83105  2.76169  -0.450
N  3.22711  -3.05008  1.19684  -0.001
C  3.47682  -4.30713  0.66073  -0.080
C  3.40519  -4.22313  -0.68108  -0.068
N  3.08865  -2.90832  -0.97043  -0.126
C  2.99351  -2.33050  -2.30730  -0.034
C  2.94964  -2.20281  0.18349  -0.714
S  2.52462  -0.52735  0.22488  0.572
C  1.40910  -1.23106  3.22170  -0.753
S  0.11586  -2.23464  2.65592  0.515
H  0.28209  1.84512  3.88532  0.086
H  -0.65437  0.42873  4.42809  0.089
H  -0.43221  0.72562  2.70665  0.030
H  2.65430  1.53339  4.42337  0.113
H  4.47611  -0.46969  3.91576  0.114
H  4.60377  -2.68677  2.99502  0.067
H  2.95313  -3.82014  3.30543  0.064
H  3.68997  -5.15315  1.29638  0.114
H  3.52345  -4.97082  -1.45075  0.114
H  2.69807  -3.10920  -3.00808  0.091
H  3.95142  -1.90460  -2.60620  0.089
H  2.24866  -1.54323  -2.30271  0.048
Cl  -0.50344  -3.77929  -0.49701  0.685
C  -0.60599  -3.30761  -2.18098  -0.587
C  -0.73900  -4.30712  -3.12260  -0.159
C  -0.81243  -3.99348  -4.47196  -0.146
C  -0.72885  -2.64756  -4.82698  -0.163
C  -0.58868  -1.65928  -3.87642  -0.600
Cl  -0.37995  -0.01632  -4.45079  0.630
C  -0.53079  -1.90528  -2.45424  -0.527
N  -0.41643  -0.93605  -1.55877  -0.440
H  -0.78916  -5.34034  -2.78978  0.094
H  -0.91960  -4.76646  -5.22177  0.082
H  -0.76224  -2.35633  -5.87168  0.090
C  -5.44543  1.23591  -1.63113  -0.195
Si  -3.88278  0.69976  -0.75309  0.364
C  -3.68942  -1.14047  -0.86227  -0.183
C  -4.01622  1.21145  1.03116  -0.189
C  -2.43905  1.51506  -1.61037  -0.537
Te  -0.55091  1.22153  -0.65475  1.305
C  -1.02665  2.96561  0.68021  -0.547
Si  0.32868  4.21840  0.62795  0.326
C  0.34683  4.99724  -1.06808  -0.193
C  1.97800  3.43202  0.99581  -0.182
C  0.05159  5.57955  1.88734  -0.198
H  -6.33199  0.73556  -1.21358  0.028
H  -5.39292  0.99509  -2.70156  0.029
H  -5.59063  2.32041  -1.53324  0.026
H  -4.41827  -1.66344  -0.22970  0.036
H  -2.67953  -1.42044  -0.53920  -0.022
H  -3.81100  -1.48802  -1.89673  0.043
H  -4.85996  0.69615  1.50866  0.033
H  -4.17074  2.29318  1.13268  0.030
H  -3.09933  0.94606  1.57495  0.018
H  -2.53312  2.60402  -1.69640  0.011
H  -2.33531  1.09219  -2.61675  -0.015
H  -1.18789  2.58846  1.69821  -0.018
H  -1.97066  3.41344  0.34614  -0.001
H  0.42329  4.21934  -1.83872  0.019
H  1.18814  5.68921  -1.19784  0.028
H  -0.58382  5.55401  -1.23736  0.029
H  2.08881  2.46701  0.48439  -0.014
H  2.08932  3.24958  2.07312  0.022
H  2.80559  4.07606  0.67502  0.033
H  -0.93376  6.04586  1.75236  0.025
H  0.81664  6.36628  1.79894  0.027
H  0.09840  5.17718  2.90895  0.022

---

No. 2
A cluster of 10 separate species, C60H76 in total at a distorted geometry. Source: the Open Molecules 2025 dataset; level of theory: ωB97M-V/def2-TZVPD.

The energy above the lowest of the compared OMol25 structures with the same formula, charge and spin comes out at 0.0000 eV. The HOMO energy comes out at -9.151 eV. For the total energy, the calculation gives -2331.67388 a.u. The SMILES is c1ccccc1.c1ccccc1.c1ccccc1.c1ccccc1.c1ccccc1.c1ccccc1.c1ccccc1.c1ccccc1.CCCCCC.CCCCCC.

Last column: Löwdin charge in e.
CARTESIAN COORDINATES (ANGSTROEM)
C  -3.43316  -1.03933  -5.45144  -0.074
C  -3.74317  -0.09895  -6.49690  -0.070
C  -3.62334  -0.56097  -7.80041  -0.102
C  -3.03263  -1.79080  -8.06681  -0.111
C  -2.58745  -2.59706  -7.06200  -0.121
C  -2.70907  -2.18614  -5.76046  -0.110
H  -3.41718  -0.64525  -4.44603  0.089
H  -4.31917  0.80468  -6.36242  0.095
H  -4.01107  -0.13206  -8.71261  0.099
H  -2.80657  -2.16982  -9.05253  0.102
H  -2.07568  -3.52014  -7.29094  0.104
H  -2.18670  -2.78696  -5.03071  0.099
C  1.30052  6.09627  2.21266  -0.116
C  0.35381  5.50607  1.36268  -0.084
C  -0.68754  6.32412  0.89864  -0.094
C  -0.95734  7.60256  1.41733  -0.099
C  -0.03152  8.14856  2.27349  -0.083
C  1.10266  7.35857  2.65423  -0.102
H  2.09775  5.41061  2.45901  0.100
H  0.45314  4.48925  1.01251  0.095
H  -1.31991  5.85116  0.16188  0.092
H  -1.77909  8.17077  1.00712  0.098
H  -0.01586  9.19662  2.53372  0.096
H  1.85774  7.80817  3.28202  0.096
C  -8.80443  1.42288  -4.23381  -0.085
C  -8.02180  0.50626  -3.55925  -0.101
C  -7.56182  0.75370  -2.26839  -0.103
C  -7.79999  2.00637  -1.79749  -0.100
C  -8.57088  2.98671  -2.49341  -0.101
C  -9.18941  2.65853  -3.64742  -0.100
H  -9.16959  1.38161  -5.24937  0.096
H  -7.72145  -0.41754  -4.03125  0.097
H  -6.95324  0.04903  -1.72116  0.102
H  -7.39444  2.26175  -0.82964  0.096
H  -8.72490  3.89697  -1.93295  0.098
H  -9.80445  3.43015  -4.08642  0.102
C  2.98331  1.28977  7.02234  -0.096
C  3.80622  1.60505  5.95826  -0.102
C  4.44526  0.63827  5.20229  -0.077
C  4.14476  -0.68312  5.48844  -0.139
C  3.44235  -0.99566  6.52894  -0.130
C  2.85291  -0.03645  7.37368  -0.072
H  2.45076  1.97923  7.66065  0.101
H  3.97474  2.64284  5.71128  0.098
H  5.08767  0.94353  4.38957  0.101
H  4.48106  -1.48398  4.84663  0.109
H  3.20896  -2.01815  6.78672  0.107
H  2.28797  -0.37404  8.22999  0.100
C  -1.04976  -0.43406  -0.06823  -0.080
C  -0.82180  0.22014  1.10034  -0.132
C  0.43543  0.19293  1.69152  -0.084
C  1.49312  -0.59416  1.15523  -0.083
C  1.29499  -1.28292  -0.04984  -0.107
C  0.04684  -1.20442  -0.67697  -0.065
H  -2.00273  -0.23360  -0.53520  0.092
H  -1.56398  0.85238  1.56493  0.099
H  0.66042  0.64402  2.64665  0.094
H  2.50042  -0.47489  1.52607  0.090
H  2.10012  -1.88129  -0.45000  0.092
H  -0.20831  -1.81799  -1.52834  0.083
C  -1.51142  4.25517  7.85854  -0.084
C  -1.52178  3.15381  8.75319  -0.092
C  -1.84310  1.91779  8.25679  -0.118
C  -1.91356  1.68626  6.90883  -0.095
C  -1.77961  2.77253  6.07432  -0.116
C  -1.70939  4.08208  6.48920  -0.089
H  -1.29074  5.16367  8.39921  0.093
H  -1.31613  3.32864  9.79891  0.097
H  -2.00822  1.07959  8.91750  0.101
H  -2.10041  0.70894  6.48890  0.103
H  -1.87752  2.70707  5.00076  0.097
H  -1.40031  4.89722  5.85169  0.103
C  0.49442  -5.58075  5.06726  -0.100
C  -0.28290  -4.91706  6.01786  -0.081
C  -1.17832  -3.98048  5.54846  -0.131
C  -1.29910  -3.74694  4.24032  -0.104
C  -0.45820  -4.33894  3.27269  -0.069
C  0.45827  -5.24946  3.72902  -0.117
H  1.17553  -6.40389  5.22514  0.097
H  -0.23744  -5.18234  7.06378  0.099
H  -1.80224  -3.53186  6.30733  0.105
H  -2.11723  -3.09321  3.97631  0.103
H  -0.47730  -4.04157  2.23461  0.098
H  1.14044  -5.79514  3.09398  0.101
C  -6.82570  -5.46060  0.56739  -0.070
C  -5.84273  -5.97067  1.40986  -0.095
C  -4.52380  -5.99426  0.99076  -0.123
C  -4.07122  -5.26767  -0.05809  -0.094
C  -5.00458  -4.48493  -0.80095  -0.083
C  -6.33613  -4.63068  -0.47489  -0.116
H  -7.89268  -5.50046  0.72974  0.097
H  -6.16875  -6.48946  2.29922  0.098
H  -3.78120  -6.60758  1.47942  0.103
H  -3.03496  -5.26372  -0.36233  0.097
H  -4.87817  -3.92343  -1.71481  0.094
H  -7.04870  -4.16474  -1.13938  0.091
C  0.04603  2.84782  -5.56980  -0.114
C  1.09787  2.04018  -4.81417  -0.294
C  1.33388  0.69782  -5.42242  -0.230
C  2.83495  0.36555  -5.27161  -0.240
C  3.19746  -1.07892  -5.45588  -0.266
C  2.51393  -1.79054  -6.65394  -0.111
H  -0.87244  2.26885  -5.66644  0.065
H  0.35799  3.30431  -6.50916  0.074
H  -0.09574  3.64160  -4.83638  0.064
H  1.99978  2.63738  -4.94833  0.101
H  0.84912  2.07694  -3.75358  0.113
H  0.97376  0.46504  -6.42453  0.113
H  0.69868  0.03353  -4.83646  0.109
H  3.30370  0.88612  -6.10670  0.111
H  3.34200  0.77447  -4.39766  0.109
H  4.27545  -1.09290  -5.61659  0.100
H  2.99075  -1.62883  -4.53774  0.101
H  3.06792  -2.71277  -6.82911  0.058
H  1.47895  -2.12641  -6.59002  0.064
H  2.71370  -1.29455  -7.60379  0.071
C  6.35899  -3.02412  0.52190  -0.115
C  6.84587  -2.32079  -0.73288  -0.272
C  6.71884  -0.73246  -0.80195  -0.176
C  7.59694  -0.27215  -2.03025  -0.248
C  7.57534  1.20589  -2.36776  -0.269
C  8.01524  2.11837  -1.19108  -0.097
H  6.15163  -4.07642  0.32756  0.069
H  5.41498  -2.58905  0.85004  0.059
H  7.06916  -2.81000  1.32059  0.071
H  7.85864  -2.59197  -1.03096  0.095
H  6.26770  -2.63062  -1.60342  0.095
H  7.05211  -0.27831  0.13120  0.093
H  5.67795  -0.45987  -0.97615  0.103
H  8.61731  -0.64582  -1.94475  0.102
H  7.37968  -0.82627  -2.94340  0.102
H  8.12450  1.38822  -3.29149  0.100
H  6.54291  1.40172  -2.65730  0.097
H  7.65146  3.09773  -1.50192  0.065
H  7.41500  1.86321  -0.31775  0.053
H  9.05959  2.06558  -0.88342  0.073

---

No. 3
An isolated molecule of C3H3IS at a distorted geometry. Source: the Open Molecules 2025 dataset; level of theory: ωB97M-V/def2-TZVPD.

The energy above the lowest of the compared OMol25 structures with the same formula, charge and spin comes out at 0.7013 eV. The HOMO energy comes out at -8.061 eV. For the total energy, the calculation gives -811.87523 a.u. The SMILES is ICC1=CS1.

Last column: Löwdin charge in e.
CARTESIAN COORDINATES (ANGSTROEM)
I  1.11326  0.71408  -2.29530  0.712
C  -0.10866  -0.55318  -0.93655  -0.570
C  0.00332  0.04105  0.36399  -0.707
C  0.37594  0.76000  1.35332  -0.227
S  -0.90924  -0.54765  1.90129  0.660
H  -1.10469  -0.35252  -1.15667  0.029
H  -0.06659  -1.63739  -1.03729  0.080
H  0.69665  1.57560  1.80721  0.023

---

No. 4
An isolated molecule of C10H17N3 at a distorted geometry. Source: the Open Molecules 2025 dataset; level of theory: ωB97M-V/def2-TZVPD.

The energy above the lowest of the compared OMol25 structures with the same formula, charge and spin comes out at 0.0000 eV. The HOMO energy comes out at -8.150 eV. For the total energy, the calculation gives -555.46790 a.u. The SMILES is CC(C)(C)N1CCCn2nccc21.

Last column: Löwdin charge in e.
CARTESIAN COORDINATES (ANGSTROEM)
C  0.01055  1.45378  1.72353  -0.057
C  -0.75309  0.48933  0.81667  -0.604
C  -2.08831  1.16647  0.46856  -0.045
C  -1.04945  -0.79695  1.61609  -0.044
N  -0.04495  0.26973  -0.44482  0.007
C  -0.54221  -0.81544  -1.26667  -0.215
C  0.38810  -1.20131  -2.41151  -0.148
C  1.68623  -1.74250  -1.82595  -0.129
N  2.26915  -0.67575  -1.06672  -0.135
N  3.57199  -0.39961  -1.12325  0.067
C  3.72299  0.75236  -0.49643  -0.159
C  2.49732  1.24573  -0.03450  -0.045
C  1.59129  0.28251  -0.41600  -0.116
H  0.20643  2.38312  1.19972  0.082
H  -0.60034  1.67141  2.59556  0.085
H  0.94921  1.02419  2.06045  0.078
H  -2.71080  0.52257  -0.14586  0.071
H  -1.90308  2.09281  -0.06934  0.088
H  -2.63128  1.38817  1.38246  0.082
H  -0.13541  -1.35575  1.80879  0.088
H  -1.49547  -0.52655  2.56988  0.082
H  -1.75658  -1.43453  1.08919  0.071
H  -1.49784  -0.47854  -1.68153  0.118
H  -0.73001  -1.73164  -0.69012  0.109
H  0.60792  -0.32685  -3.02517  0.124
H  -0.09481  -1.96112  -3.02818  0.116
H  1.48798  -2.61274  -1.18846  0.126
H  2.39925  -2.03109  -2.59948  0.123
H  4.69442  1.19942  -0.41638  0.096
H  2.33480  2.16510  0.48133  0.085